Entry w
One molecule with the formula C3H4OS, computed with ωB97M-V/def2-TZVPD.

Summary:
HOMO level ... -8.49 eV
LUMO energy ... -0.417 eV
Frontier orbital gap ... 8.070 eV

Geometry (Å):
C  2.87  -0.14  -0.32
C  -0.37  0.54  0.19
C  -1.48  -0.41  0.17
O  -0.36  1.70  0.19
S  1.37  -0.54  0.32
H  2.88  0.88  -0.63
H  -1.37  -1.01  -0.79
H  -2.26  0.24  -0.07
H  -1.28  -1.25  0.93

***

Entry x
A 2-piece molecular cluster, C3H4OS overall, computed with ωB97M-V/def2-TZVPD.

Summary:
HOMO level (spin up / spin down) ... -9.43 / -9.17 eV
LUMO energy (spin up / spin down) ... -2.466 / -1.709 eV
Frontier orbital gap (spin up / spin down) ... 6.960 / 7.466 eV

Geometry (Å):
C  -0.96  -0.41  -0.26
C  0.12  -0.33  -0.75
C  -1.85  -0.45  0.86
O  3.36  1.15  -0.77
S  2.88  0.72  -2.29
H  -2.31  -1.53  0.77
H  -2.73  0.16  0.89
H  -1.24  -0.28  1.67
H  2.72  0.96  -0.12

***

Entry y
C3H4OS as an isolated structure, computed with ωB97M-V/def2-TZVPD.

Summary:
HOMO level ... -8.78 eV
LUMO energy ... 0.147 eV
Frontier orbital gap ... 8.925 eV

Geometry (Å):
C  -0.15  0.01  -0.29
C  0.97  1.07  -0.03
C  1.83  -0.17  0.13
H  0.81  1.55  0.99
H  1.06  1.76  -0.84
H  2.21  -0.44  1.10
H  2.48  -0.37  -0.71
O  0.66  -1.02  -0.06
S  -1.73  0.01  0.07

***

Entry z
C3H4OS as an isolated structure, computed with ωB97M-V/def2-TZVPD.

Summary:
HOMO level (spin up / spin down) ... -7.73 / -8.03 eV
LUMO energy (spin up / spin down) ... -1.722 / -0.779 eV
Frontier orbital gap (spin up / spin down) ... 6.004 / 7.255 eV

Geometry (Å):
C  -0.72  -0.49  0.27
C  0.08  -1.53  0.20
C  0.52  1.49  -0.29
O  -0.24  0.84  0.44
S  -2.25  0.02  -0.29
H  -0.35  -2.42  -0.15
H  1.02  -1.47  0.58
H  1.39  0.95  -0.72
H  0.55  2.60  -0.05

***

Computed energies relative to the best structure, in eV: entry w 2.300; entry x 5.646; entry y 0.000; entry z 3.033

***

Entry w
One molecule with the formula C3H4OS, computed with ωB97M-V/def2-TZVPD.

Summary:
HOMO level (spin up / spin down) ... -8.80 / -9.53 eV
LUMO energy (spin up / spin down) ... -1.807 / -0.627 eV
Frontier orbital gap (spin up / spin down) ... 6.988 / 8.908 eV

Geometry (Å):
C  0.71  1.08  0.24
C  -0.65  0.65  -0.24
C  -0.92  -0.67  0.33
O  2.06  -1.11  -0.31
S  2.16  0.30  0.17
H  -1.33  1.56  -0.03
H  -0.54  0.48  -1.36
H  -0.42  -1.51  -0.16
H  -1.06  -0.79  1.36

***

Entry x
One molecule with the formula C3H4OS, computed with ωB97M-V/def2-TZVPD.

Summary:
HOMO level ... -9.21 eV
LUMO energy ... -0.663 eV
Frontier orbital gap ... 8.544 eV

Geometry (Å):
C  -1.83  0.56  -0.02
C  -0.36  -0.28  0.13
C  1.01  -0.14  -0.04
O  -4.45  0.32  -0.03
S  -3.21  -0.41  -0.02
H  -1.63  1.55  0.04
H  -0.67  -1.39  0.15
H  1.67  -1.07  0.03
H  1.51  0.78  -0.10

***

Computed energies relative to the best structure, in eV: entry w 1.989; entry x 0.000

***

Entry w
One molecule with the formula C3H4OS, computed with ωB97M-V/def2-TZVPD.

Summary:
HOMO level ... -9.01 eV
LUMO energy ... -0.040 eV
Frontier orbital gap ... 8.969 eV
SMILES string ... C=COC=S

Geometry (Å):
C  1.68  -0.63  0.00
C  0.66  0.19  0.32
C  -1.72  0.39  0.15
H  2.76  -0.24  -0.56
H  1.68  -1.55  -0.27
H  0.30  1.33  -0.14
H  -1.64  1.42  -0.17
O  -0.65  -0.43  0.62
S  -3.05  -0.48  0.05

***

Entry x
A 2-piece molecular cluster, C3H4OS overall, computed with ωB97M-V/def2-TZVPD.

Summary:
HOMO level ... -9.37 eV
LUMO energy ... -1.309 eV
Frontier orbital gap ... 8.057 eV

Geometry (Å):
C  0.36  -0.53  -0.17
C  1.53  -0.77  -0.08
C  -1.09  -0.39  -0.14
O  4.11  0.75  0.68
S  3.93  -0.41  -0.41
H  -1.16  0.27  0.73
H  -1.55  -1.29  0.21
H  -1.63  0.16  -0.78
H  4.63  0.40  1.46

***

Computed energies relative to the best structure, in eV: entry w 0.000; entry x 1.472

***

Entry w
A 2-piece molecular cluster, C7H12N3O overall, computed with ωB97M-V/def2-TZVPD.

Summary:
HOMO level ... -13.20 eV
Total charge ... +1
LUMO energy ... -3.972 eV
Frontier orbital gap ... 9.231 eV

Geometry (Å):
C  -2.96  -0.20  1.30
C  -1.88  -0.07  0.50
C  -2.35  0.51  -0.70
C  -0.92  0.74  -1.24
C  -0.40  0.17  0.14
C  0.59  -0.92  -0.05
C  0.04  -2.30  -0.24
N  -3.66  0.65  -0.68
N  3.19  1.71  0.60
N  1.83  -0.54  -0.11
O  -4.01  0.10  0.50
H  -2.97  -0.53  2.37
H  -0.83  0.31  -2.22
H  -0.86  1.84  -1.53
H  0.10  0.97  0.89
H  0.72  -2.81  -0.88
H  -0.95  -2.15  -0.62
H  0.18  -2.73  0.65
H  3.74  1.78  1.43
H  3.91  1.59  -0.14
H  2.08  0.50  0.03
H  2.83  2.59  0.33
H  2.59  -1.19  -0.35

***

Entry x
A 2-piece molecular cluster, C7H12N3O overall, computed with ωB97M-V/def2-TZVPD.

Summary:
HOMO level ... -14.25 eV
Total charge ... +1
LUMO energy ... -4.091 eV
Frontier orbital gap ... 10.159 eV

Geometry (Å):
C  -1.30  3.04  -0.13
C  -1.85  1.97  -0.80
C  -0.14  2.86  0.60
C  -0.10  0.82  -0.19
C  2.21  -0.81  -0.40
C  0.19  -1.93  -1.22
C  -0.66  -1.75  1.55
N  -1.22  0.79  -0.82
N  0.51  1.64  0.55
N  0.80  -1.08  -0.17
O  0.70  -1.61  1.16
H  -1.69  4.09  -0.09
H  -2.81  2.17  -1.14
H  0.31  3.68  1.27
H  2.77  -0.44  0.48
H  2.78  -1.76  -0.76
H  2.13  0.05  -1.01
H  -0.69  -2.37  -0.90
H  0.03  -1.30  -2.02
H  0.99  -2.54  -1.43
H  -0.57  -1.99  2.74
H  -1.24  -2.68  1.22
H  -1.15  -0.85  1.54

***

Computed energies relative to the best structure, in eV: entry w 0.000; entry x 1.012